(1)
This record from OMol25 describes a gas-phase ion, C6H12O (charge +1) at a distorted geometry. The level of theory is ωB97M-V with the def2-TZVPD basis set.

```
19
C6H12O (ωB97M-V with the def2-TZVPD basis set)
H 2.96617 0.11591 0.10988
O -0.61484 -1.75263 -0.39366
H -0.41096 -1.16447 1.55064
H 0.27267 -0.13229 -2.00274
C 1.98357 0.21791 0.55970
H -2.14519 0.66063 1.30630
C -1.15550 -1.12843 0.76342
H -0.62523 2.22845 0.01130
C -0.26165 1.33019 0.50511
H 1.89672 0.11781 1.63820
H -0.09588 1.54736 1.56287
C 0.89668 0.74051 -0.15875
H 0.48677 1.64124 -2.03430
H -1.98751 -1.68935 1.17922
H -0.30836 -2.63603 -0.13035
H -1.96411 0.40607 -0.47711
H 1.89051 0.59532 -2.02644
C 0.87008 0.70763 -1.64712
C -1.50998 0.31165 0.49719
```

Multiplicity: 2
Charge: +1
E_HOMO (alpha / beta) (Eh): -0.53780 / -0.53721
Relative energy (zero: lowest compared OMol25 entry of this formula, charge and spin) (kJ/mol): 49.52

(2)
This record from OMol25 describes 4 unconnected molecules or ions with the total composition C15H34BNO9P at a distorted geometry. The level of theory is ωB97M-V with the def2-TZVPD basis set.

```
61
C15H34BNO9P (ωB97M-V with the def2-TZVPD basis set)
C -3.23167 -0.02066 5.47010
H 5.33166 -2.57969 -2.96682
H 6.73311 -3.67573 -1.31647
C -3.18156 -1.28552 6.29911
H -3.04441 4.19976 -3.54248
O 1.67565 2.35581 -1.42113
C -2.39281 1.82104 -0.01412
H -0.05622 0.63831 -1.93032
H 3.57676 0.31177 1.93627
H 3.34337 -1.46677 -2.26736
O -1.10335 2.05892 -0.70783
C 5.74148 -3.33765 -1.00526
N -0.20681 -1.94052 0.09103
H 1.19753 3.23502 -1.21274
H 5.31594 -4.09320 -0.33414
H -3.63050 0.92793 -4.71027
H -2.71472 0.28587 1.86987
H -4.24625 0.37605 5.37157
C 4.79874 -3.08655 -2.15370
H 4.34455 -3.99528 -2.55673
O -2.71489 -0.35196 4.17384
C -1.49628 3.43200 -4.84747
H -1.44358 4.40542 -5.34159
H -2.81280 2.83839 0.44036
O -2.77144 2.18006 -3.29470
O 0.42427 -1.10033 -0.76976
C 2.50097 0.23186 1.42550
H -1.13339 -1.62613 3.74235
O -0.72341 0.21418 1.20163
H -1.56816 -0.30430 -0.73727
H -4.08977 -1.87697 6.13352
H -0.47349 3.06330 -4.70500
C -1.94525 1.02015 1.38009
C 5.76656 -1.99098 -0.31596
C -2.67907 1.43072 -4.51416
H -3.09140 -1.09006 7.37064
H 6.52365 -1.33367 -0.75732
O -0.74016 -2.81023 -0.60022
C -2.21592 3.48351 -3.51753
H -3.19130 1.23636 -0.67476
H -1.69498 1.91397 2.09272
H -2.75563 -2.35269 3.71503
C -2.10471 -1.64810 4.24408
H -1.55121 3.74744 -2.69037
O 4.48347 -1.38828 -0.53425
H -2.59141 0.75923 5.89577
H 1.76504 -0.06778 2.31340
H -1.06698 -1.58595 6.12609
H 2.98422 -2.69794 -1.03636
H -1.76309 1.94420 -6.43058
H -3.20947 2.88100 -6.01005
P -0.34653 0.46505 -0.50113
H -1.90280 0.66981 -4.38082
C -2.30566 2.41105 -5.60464
H 2.58876 -0.58803 0.59490
C 3.78832 -2.14580 -1.53428
C -1.99304 -2.00130 5.71106
H 5.95801 -2.07226 0.75756
O 2.08728 1.56162 0.95176
H -1.99574 -3.07925 5.89136
B 1.25050 1.49379 -0.26201
```

Charge: -1
E_HOMO (Eh): -0.13842